ORCA calculation (ωB97M-V/def2-TZVPD) on a cluster of 2 separate species, C8H23N4 in total in a non-equilibrium geometry.

Output
Energy relative to the best compared isomer or geometry (same formula, charge and spin) ... 277.7 kJ/mol
Kohn-Sham gap ... 9.85 eV
Charge ... +1
Highest occupied orbital energy ... -12.18 eV

XYZ file:
```
35
Properties=species:S:1:pos:R:3:forces:R:3:lowdin_charge:R:1
C 3.530 -1.051 1.111 -1.97 -0.08 0.90 -0.11
C 1.296 2.490 -0.229 -2.24 -1.83 0.00 -0.12
H -3.693 -0.762 -1.347 -0.69 0.64 1.06 0.11
H 1.307 3.171 0.512 -0.91 2.78 2.62 0.05
C -0.938 -1.341 -1.563 -0.32 -0.56 -0.21 0.00
H -1.941 -1.862 -1.602 1.75 -0.28 0.92 0.11
N -1.427 0.421 0.078 2.22 1.45 1.31 0.12
H 2.831 1.695 0.766 -0.44 -0.55 -0.34 0.12
H -1.097 -2.382 1.137 -0.10 1.46 -0.76 0.12
H -4.150 2.181 0.114 0.18 -0.68 -1.32 0.10
H -3.815 1.806 1.544 -0.07 -1.38 2.02 0.07
H 4.150 0.204 -0.335 -0.94 -1.44 -1.60 0.13
H 3.786 -0.232 1.785 0.15 0.28 -0.29 0.06
N 2.036 0.303 -0.535 -0.02 -1.94 3.72 -0.14
H -4.575 -0.403 0.367 0.90 -0.42 -1.62 0.12
H 0.212 -1.314 1.695 -0.51 0.05 -1.53 0.12
H 0.218 2.200 -0.461 1.42 0.75 -0.13 0.09
H -2.616 2.627 0.707 0.09 -1.07 -0.22 0.10
H -1.110 -0.706 -2.384 -0.07 2.20 -0.40 0.08
H 4.341 -1.763 1.228 0.06 -0.10 -0.62 0.08
H 1.912 0.566 -1.466 0.56 1.28 -1.75 0.09
H 3.117 -1.417 -1.121 1.13 1.99 1.53 0.15
N 1.888 1.373 0.471 1.44 -0.61 -1.64 -0.09
H 0.333 -2.483 0.309 0.59 0.55 -0.24 0.10
H 0.425 -0.109 -0.303 -0.53 -1.67 -0.69 0.14
H 1.850 3.020 -0.957 0.69 -0.31 -1.72 0.08
N -0.559 -0.691 -0.255 -1.16 1.00 -1.54 -0.19
H 2.643 -1.473 1.640 0.42 -0.09 -0.70 0.06
H -3.283 -1.602 0.120 0.05 0.44 0.06 0.08
H -0.055 -1.826 -1.956 -0.08 -1.13 0.46 0.10
C -2.675 0.473 0.118 -1.46 -0.59 0.30 -0.37
C 3.261 -0.542 -0.333 0.40 0.30 -0.01 -0.21
C -0.284 -1.699 0.748 -0.07 -2.08 2.97 -0.04
C -3.625 -0.613 -0.235 -1.13 -1.12 0.64 -0.03
C -3.293 1.741 0.633 0.67 2.76 -1.18 -0.03
```
Positions in Å, forces in eV/Å.

ORCA calculation (ωB97M-V/def2-TZVPD) on an isolated molecule of C10H13NO3 in a non-equilibrium geometry.

Output
Energy relative to the best compared isomer or geometry (same formula, charge and spin) ... 518.6 kJ/mol
SMILES ... C[C@@H]1[N+]([O-])=C(c2ccco2)OC1(C)C
Kohn-Sham gap (alpha / beta) ... 7.98 / 7.98 eV
Highest occupied orbital energy (alpha / beta) ... -7.39 / -7.39 eV

XYZ file:
```
27
Properties=species:S:1:pos:R:3:forces:R:3:lowdin_charge:R:1
C 1.049 0.953 -0.367 -0.22 -1.53 0.21 -0.10
H -2.650 -0.716 -0.846 -1.17 -2.24 -1.20 0.06
H -0.839 -0.797 -1.837 2.30 -0.27 0.20 0.17
C -1.170 -1.053 1.424 1.85 1.02 -2.88 0.02
C 3.153 3.747 0.487 0.17 1.35 1.40 -0.06
C -0.871 -0.289 0.110 -1.16 1.76 0.92 -0.40
H 0.882 -2.474 -0.073 0.57 -1.10 1.29 0.08
H 3.321 4.726 1.011 0.16 -1.27 -0.84 0.12
O 2.102 -0.537 -1.732 2.13 -0.64 -1.70 -0.02
H -2.029 0.761 -1.325 0.95 2.31 -3.39 0.04
O 3.402 1.872 -0.715 -1.40 -0.30 -0.24 0.07
C -2.202 0.159 -0.552 -0.45 -0.39 4.37 -0.01
O -0.136 0.970 0.415 1.83 -0.10 -0.94 0.01
H -3.021 0.664 0.015 1.11 -0.24 0.48 0.11
H -0.263 -1.394 1.819 1.41 -1.39 0.33 0.07
C 0.235 -2.420 -0.903 -3.60 0.60 2.54 -0.01
H -1.431 -0.381 2.154 -1.66 1.66 1.49 0.06
H 1.027 3.086 1.233 1.17 0.32 -0.63 0.13
H -1.857 -1.787 1.130 -1.03 -1.25 0.41 0.08
H -0.754 -3.036 -0.860 1.64 1.19 0.63 0.14
H 4.984 3.033 -0.645 0.72 0.74 -0.06 0.12
C -0.051 -0.961 -1.002 -3.65 0.38 -1.41 -0.24
C 2.158 1.894 -0.186 -2.09 0.16 1.64 -0.19
H 0.682 -2.811 -1.696 2.24 -1.16 -3.57 0.03
C 1.969 2.972 0.648 -0.46 -0.51 -0.72 -0.01
N 1.124 -0.126 -1.105 -1.19 1.02 1.46 -0.19
C 3.981 3.023 -0.308 -0.17 -0.14 0.21 -0.11
```
Positions in Å, forces in eV/Å.

ORCA calculation (ωB97M-V/def2-TZVPD) on the ion C3H6FN2O with charge +1 in a non-equilibrium geometry.

Output
Energy relative to the best compared isomer or geometry (same formula, charge and spin) ... 212.8 kJ/mol
Kohn-Sham gap (alpha / beta) ... 10.50 / 7.24 eV
Multiplicity ... 3
<S²> ... 2.015
Charge ... +1
Highest occupied orbital energy (alpha / beta) ... -14.61 / -15.14 eV

XYZ file:
```
13
Properties=species:S:1:pos:R:3:forces:R:3:lowdin_charge:R:1
N 0.095 1.000 -0.194 -0.26 0.41 -0.05 -0.09
C 1.293 0.825 0.162 0.95 -0.05 0.01 0.04
H -1.824 0.224 -0.115 0.24 0.06 -0.04 0.15
F 2.180 1.737 0.349 -0.72 -0.09 -0.22 0.22
H -0.843 -0.301 -1.508 0.03 0.07 0.14 0.15
C -0.831 -0.111 -0.431 -0.41 -0.69 0.05 -0.07
H -0.952 -2.204 -0.086 -0.33 0.21 0.38 0.16
H 1.486 -2.023 0.828 -0.12 -0.70 -0.34 0.10
N 0.939 -1.638 0.059 1.48 1.00 1.07 0.17
H 0.053 2.950 -0.390 0.21 -0.30 0.04 0.16
C -0.384 -1.355 0.351 -1.32 -0.29 -1.00 -0.26
O -0.551 2.186 -0.438 -0.06 0.47 0.00 0.13
H -0.661 -1.288 1.414 0.31 -0.10 -0.04 0.15
```
Positions in Å, forces in eV/Å.

ORCA calculation (ωB97M-V/def2-TZVPD) on a structure of composition C8H25CrF6N4O7P3 in a non-equilibrium geometry.

Output
Energy relative to the best compared isomer or geometry (same formula, charge and spin) ... 81.6 kJ/mol
Kohn-Sham gap (alpha / beta) ... 9.27 / 5.26 eV
Multiplicity ... 6
<S²> ... 8.764
Charge ... +1
Highest occupied orbital energy (alpha / beta) ... -11.67 / -12.63 eV

XYZ file:
```
54
Properties=species:S:1:pos:R:3:forces:R:3:lowdin_charge:R:1
O 3.211 -0.917 -3.285 0.62 -0.38 -0.56 -0.03
O 0.942 -2.490 -3.388 -0.25 0.23 -0.65 -0.07
N -2.381 -0.973 0.553 -0.32 0.24 -0.48 -0.04
C 2.165 -0.175 -2.725 -0.74 -0.12 1.48 -0.57
H 1.217 -2.975 -2.601 0.25 -0.08 0.39 0.09
H 1.430 1.840 -2.658 -0.08 0.15 -0.01 0.06
H 0.576 -2.645 0.407 0.12 -0.37 0.02 0.03
H -3.693 -0.518 2.152 0.14 -0.15 -0.01 0.13
N -0.332 -0.024 2.195 -0.02 0.34 -0.09 -0.24
H 1.433 1.057 2.476 -0.05 -0.06 0.15 0.13
C -0.077 2.529 2.201 0.33 -0.46 0.68 -0.14
H -3.066 -0.444 0.022 -0.01 0.00 -0.04 0.09
O 3.835 -0.287 -0.523 -0.16 0.53 0.33 -0.07
F -2.025 2.406 -3.069 -0.07 0.27 0.10 -0.09
C -0.004 -2.587 2.379 0.11 -0.16 0.35 -0.24
H 0.025 3.556 0.393 -0.03 0.76 -0.43 0.14
H 0.280 1.166 3.823 0.06 0.06 -0.17 0.15
H 2.878 -1.564 -3.923 0.14 0.06 0.13 0.10
H 2.189 1.374 -4.191 -0.04 0.06 0.03 0.10
H 0.238 3.298 2.926 -0.08 0.10 -0.09 0.17
H -2.396 -1.925 0.204 0.10 0.05 0.04 0.10
Cr -0.467 -0.189 0.063 0.07 -0.91 -0.55 0.77
C 2.244 1.282 -3.105 -0.08 0.05 -0.29 -0.04
F -0.467 1.781 -1.536 -0.15 0.14 0.46 -0.21
H 0.930 2.104 0.422 1.13 -0.68 -0.64 0.08
O 1.916 -1.975 -0.778 0.18 -0.11 0.43 -0.30
H -2.707 -1.956 2.377 0.04 0.17 -0.05 0.11
F -2.403 0.582 -1.741 -0.21 0.59 -0.04 -0.17
F -3.630 2.482 -1.394 0.07 0.20 -0.01 -0.08
F -1.668 3.661 -1.133 0.09 0.35 0.06 -0.12
P 2.315 -0.541 -0.886 1.19 -1.10 -1.75 0.35
H -1.670 -0.353 3.810 0.03 0.11 -0.02 0.14
C -1.696 -0.051 2.755 -0.47 -0.15 -0.02 -0.14
O 1.528 0.446 -0.073 -1.28 1.10 1.06 -0.36
H -1.170 2.612 2.154 0.06 0.33 -0.29 0.14
H -0.924 -2.778 2.937 0.10 0.04 0.09 0.10
H -0.533 -3.811 0.832 0.09 0.00 -0.09 0.10
O -0.044 -0.455 -4.351 0.22 -0.08 -0.21 -0.04
P -2.089 2.169 -1.504 -0.37 -0.89 -0.50 0.20
H 0.706 -1.078 3.702 0.01 0.05 -0.08 0.14
H 1.455 -1.076 2.090 0.01 0.10 0.12 0.12
H 4.430 -0.872 -0.994 0.28 -0.30 -0.24 0.09
H -2.073 0.970 2.699 -0.04 -0.04 0.12 0.11
C 0.374 1.167 2.727 0.28 0.11 0.03 -0.15
H 0.760 -3.258 2.810 -0.12 0.27 0.04 0.13
C 0.506 -1.169 2.625 0.33 -0.71 0.17 -0.16
H -0.883 0.004 -4.254 -0.35 0.19 0.00 0.10
N -0.243 -2.853 0.980 -0.17 0.38 -0.30 0.02
O -0.415 -0.966 -1.885 -0.43 0.41 0.93 -0.32
P 0.542 -1.007 -3.007 0.56 -0.45 -0.58 0.50
C -2.695 -0.938 1.985 0.09 -0.04 0.36 -0.17
F -2.059 1.805 0.140 0.29 0.15 0.10 -0.20
H 3.192 1.708 -2.780 0.06 -0.08 0.06 0.10
N 0.495 2.855 0.945 -1.51 -0.27 0.42 0.35
```
Positions in Å, forces in eV/Å.

> Which value of energy relative to the best compared isomer or geometry (same formula, charge and spin) does entry 3 give?

212.8 kJ/mol

> Among the records above, which one has the lowest energy relative to the best compared isomer or geometry (same formula, charge and spin)?

C8H25CrF6N4O7P3

> Which value of energy relative to the best compared isomer or geometry (same formula, charge and spin) does entry 3 give?

212.8 kJ/mol